172
Properties=species:S:1:pos:R:3:forces:R:3:lowdin_charge:R:1 method="wB97M-V/def2-TZVPD" homo_energy_ev=-10.4 gap_ev=7.60 total_charge=+1
C -4.076908 -1.495663 0.638213 -0.22 -0.47 0.02 -0.075
C -3.591225 -2.131175 -0.658173 0.05 0.49 -0.32 -0.231
C -2.224066 -1.688482 -1.195801 -0.16 -0.20 -0.18 -0.128
C -1.027074 -2.525760 -0.703458 -0.23 0.10 0.54 -0.283
C -1.252466 -3.275169 0.629071 0.37 0.30 -0.19 -0.024
C 0.297729 -1.836677 -0.627922 0.67 0.41 -0.30 -0.103
C 0.710524 -0.572748 -0.232079 -0.22 -0.69 -0.03 0.065
B -0.096752 0.680044 0.288071 -0.01 0.22 0.03 -0.636
O 0.393578 1.919897 -0.041810 0.31 -0.45 -0.18 0.177
O -1.239346 0.510313 0.990330 -0.04 -0.20 -0.46 0.033
C -2.222174 1.559489 0.890098 -0.25 -0.13 0.46 -0.018
N 2.099819 -0.570182 -0.363020 0.40 -0.47 -0.33 0.051
C 3.066828 0.504314 -0.052761 0.20 0.10 -0.41 -0.336
C 3.274547 1.460500 -1.212027 0.02 -0.30 -0.12 0.016
F 2.661492 1.119233 1.087153 -0.19 0.08 0.35 0.044
C 2.519001 -1.746820 -0.844294 -0.86 -0.08 0.60 -0.642
S 4.176068 -2.159252 -1.203514 0.26 0.14 -0.26 0.884
N 1.445542 -2.552405 -1.015912 -0.26 0.58 0.33 -0.090
P 1.798254 -4.262204 -1.630408 0.60 0.04 -0.50 0.876
N 1.665348 -4.042400 -3.302253 -0.04 0.67 0.63 -0.137
O 0.362992 -4.925124 -1.333249 -0.17 -0.09 0.15 -0.272
H -4.551788 -0.544236 0.429664 0.18 0.35 0.13 0.043
H -3.304662 -1.387415 1.391405 0.13 0.20 0.05 0.060
H -4.856814 -2.117610 1.073992 -0.08 -0.07 0.07 0.084
H -3.632116 -3.215119 -0.620347 0.00 -0.18 0.08 0.094
H -4.295311 -1.841159 -1.434666 -0.26 -0.19 -0.06 0.092
H -2.290316 -1.863308 -2.269505 0.20 0.18 -0.21 0.103
H -2.094903 -0.616367 -1.079048 0.06 0.10 0.24 0.105
H -0.893132 -3.293423 -1.446682 -0.06 -0.14 -0.15 0.097
H -0.303904 -3.670323 0.981548 0.08 -0.19 0.07 0.078
H -1.623807 -2.608649 1.397436 -0.14 0.06 0.11 0.077
H -1.922759 -4.110773 0.478802 -0.21 -0.08 0.11 0.087
H 0.434517 2.492757 0.726183 -0.27 0.48 0.04 0.123
H -3.176220 1.157475 1.200826 -0.12 -0.18 0.08 0.070
H -1.987666 2.383310 1.556043 0.19 0.18 0.01 0.102
H -2.327806 1.903211 -0.132624 0.15 0.14 -0.14 0.104
H 3.998425 0.002482 0.176674 0.07 -0.17 0.15 0.112
H 4.235433 1.253536 -1.675066 0.15 0.00 -0.03 0.090
H 3.287973 2.485884 -0.868783 -0.13 0.16 0.05 0.100
H 2.523878 1.326778 -1.981182 -0.26 0.25 0.01 0.077
H 4.292205 -3.105874 -0.264549 -0.03 -0.12 0.08 -0.087
H 2.357957 -3.354623 -3.586562 0.27 -0.33 -0.41 0.041
H 0.758742 -3.688180 -3.606165 0.01 -0.18 0.02 0.028
H 0.265487 -5.742753 -1.833934 -0.12 -0.27 0.00 0.086
C -6.421056 2.223688 2.004797 0.04 0.00 0.01 -0.097
O -5.724347 1.999160 0.788623 0.00 -0.03 0.00 -0.214
C -6.539383 1.439144 -0.231556 0.20 -0.03 -0.01 -0.206
C -6.980568 2.477648 -1.237039 -0.18 0.03 -0.06 -0.208
O -7.850666 3.431108 -0.659557 0.05 0.01 0.09 -0.184
C -7.227254 4.663901 -0.348184 -0.03 0.00 -0.03 -0.105
H -5.780665 2.832946 2.640043 0.03 -0.01 0.00 0.090
H -7.360610 2.752500 1.834815 -0.01 0.00 0.00 0.087
H -6.626353 1.276615 2.514436 -0.04 0.00 -0.01 0.090
H -7.411701 0.943889 0.203836 -0.03 0.00 0.01 0.132
H -5.943138 0.679192 -0.749640 -0.05 0.00 -0.02 0.110
H -7.529450 1.975608 -2.040229 0.03 -0.01 -0.01 0.128
H -6.106927 2.968890 -1.678218 0.03 0.00 0.01 0.126
H -7.006135 5.228552 -1.260006 0.04 0.00 0.01 0.090
H -6.304045 4.517251 0.218087 0.01 0.00 0.00 0.082
H -7.926503 5.237305 0.256473 -0.03 0.00 -0.02 0.092
C -4.774073 -4.631954 -3.129515 -0.05 0.00 0.03 -0.099
O -5.384986 -3.370353 -3.326475 0.05 -0.09 -0.10 -0.190
C -4.742249 -2.586425 -4.316624 -0.05 0.23 0.24 -0.213
C -5.456111 -2.630803 -5.646788 0.18 -0.09 -0.12 -0.195
O -5.380566 -3.933090 -6.197124 -0.17 -0.09 -0.05 -0.221
C -6.575556 -4.688764 -6.075967 0.00 0.06 -0.04 -0.092
H -5.436281 -5.220798 -2.497712 0.00 0.02 0.03 0.096
H -4.619914 -5.158904 -4.073607 0.02 0.00 0.00 0.081
H -3.807798 -4.520701 -2.620992 0.02 -0.02 -0.04 0.075
H -3.707046 -2.920593 -4.452774 0.03 0.00 -0.01 0.116
H -4.720941 -1.552302 -3.953088 0.01 0.00 -0.03 0.124
H -4.948189 -1.949245 -6.336914 -0.04 0.02 0.00 0.128
H -6.493860 -2.300955 -5.547709 -0.02 -0.03 0.05 0.131
H -7.338753 -4.320799 -6.768100 -0.03 0.01 0.03 0.092
H -6.967378 -4.659666 -5.056912 -0.01 0.01 0.01 0.087
H -6.336107 -5.718491 -6.335419 0.02 0.00 -0.03 0.092
C 2.046294 2.235976 4.139599 -0.10 0.03 -0.03 -0.097
O 0.720718 1.776975 4.345190 0.04 -0.01 0.00 -0.187
C 0.536711 0.408033 4.016294 -0.21 0.11 -0.02 -0.199
C 0.537838 -0.475617 5.240990 0.15 -0.23 0.05 -0.196
O 1.803859 -0.496882 5.875065 0.03 0.14 0.00 -0.181
C 1.864601 0.327011 7.030004 0.03 -0.06 0.02 -0.101
H 2.130800 3.221418 4.593141 -0.05 0.01 0.02 0.094
H 2.782453 1.569055 4.593561 0.00 -0.01 -0.01 0.090
H 2.245823 2.323887 3.067690 0.14 0.01 0.03 0.066
H 1.311526 0.074034 3.315377 0.02 0.01 0.00 0.120
H -0.435336 0.320981 3.517705 0.05 -0.04 0.01 0.119
H 0.306223 -1.502277 4.936963 -0.03 0.02 -0.02 0.129
H -0.233958 -0.151345 5.941414 -0.03 0.01 0.01 0.101
H 1.287797 -0.111965 7.849973 -0.05 0.04 -0.01 0.086
H 1.486009 1.332064 6.827597 -0.02 0.01 0.01 0.086
H 2.910018 0.393330 7.326188 0.01 -0.03 0.00 0.090
C 4.848627 4.236275 -6.460440 0.03 -0.05 -0.06 -0.089
O 3.672465 3.506470 -6.771699 -0.01 0.09 0.08 -0.182
C 3.558792 2.281695 -6.079314 -0.05 0.01 -0.19 -0.211
C 2.598121 2.386404 -4.915848 0.07 -0.09 0.18 -0.211
O 3.081942 3.250047 -3.900964 -0.03 0.01 -0.03 -0.211
C 2.482157 4.536970 -3.925542 0.03 0.00 0.05 -0.095
H 4.737614 5.231530 -6.884774 -0.02 -0.01 -0.04 0.094
H 4.995226 4.325028 -5.381332 0.01 -0.01 0.01 0.086
H 5.726470 3.757619 -6.907214 0.05 0.02 0.05 0.077
H 4.538971 1.941163 -5.728190 0.01 0.00 0.03 0.123
H 3.174623 1.538031 -6.785751 0.01 -0.02 0.03 0.127
H 2.476738 1.390066 -4.470074 -0.02 0.01 -0.04 0.112
H 1.618227 2.719945 -5.269535 -0.01 0.01 -0.02 0.129
H 1.447929 4.489182 -3.568620 -0.01 0.01 -0.04 0.090
H 2.499315 4.966304 -4.928645 -0.01 0.00 -0.01 0.087
H 3.055186 5.175545 -3.256354 0.01 -0.01 0.02 0.091
C 8.453990 3.345405 -8.929416 0.01 0.01 0.02 -0.105
O 8.702152 3.135829 -7.549874 0.00 -0.01 -0.06 -0.195
C 8.306908 1.857484 -7.088184 -0.05 0.17 0.14 -0.223
C 9.480236 0.914522 -6.947627 0.00 -0.18 -0.08 -0.212
O 10.054713 0.598782 -8.201226 0.00 0.07 -0.03 -0.188
C 11.246398 1.313332 -8.479689 0.00 -0.03 0.00 -0.105
H 8.967754 4.260492 -9.216307 -0.01 0.02 0.02 0.092
H 8.831661 2.519222 -9.535764 -0.01 -0.01 -0.01 0.085
H 7.381716 3.469550 -9.117873 0.00 -0.03 -0.02 0.083
H 7.554809 1.422924 -7.755239 0.00 -0.03 -0.02 0.126
H 7.847953 1.998713 -6.102647 -0.01 -0.05 -0.01 0.119
H 9.127288 -0.022738 -6.503969 0.00 0.02 0.03 0.124
H 10.228502 1.347289 -6.276545 0.01 0.03 0.01 0.127
H 12.072780 0.945183 -7.862885 0.00 0.04 0.02 0.090
H 11.121481 2.385484 -8.312008 0.01 0.01 0.01 0.084
H 11.488979 1.143520 -9.526551 0.00 -0.03 -0.01 0.090
C -4.417314 1.876027 9.756939 0.00 0.03 0.01 -0.112
O -3.472002 2.921164 9.631859 0.00 -0.08 -0.07 -0.188
C -2.190335 2.593463 10.145420 -0.08 0.20 0.01 -0.200
C -1.217751 2.241451 9.046107 0.21 -0.18 0.05 -0.195
O -1.583072 1.039094 8.379373 -0.08 0.00 -0.02 -0.197
C -2.213373 1.255318 7.133620 0.06 0.00 -0.03 -0.118
H -5.288135 2.151766 9.164728 -0.01 0.03 0.01 0.088
H -4.020830 0.926757 9.387475 0.00 -0.01 0.01 0.083
H -4.727119 1.753501 10.800194 0.01 -0.04 0.00 0.089
H -2.260367 1.769854 10.861948 0.01 -0.03 0.00 0.129
H -1.814291 3.472634 10.676395 0.02 -0.03 0.02 0.128
H -0.231315 2.082353 9.492813 -0.01 0.05 0.02 0.111
H -1.141325 3.066612 8.331140 -0.03 0.02 -0.01 0.130
H -1.482827 1.612566 6.397365 -0.10 0.08 -0.06 0.076
H -3.032538 1.975140 7.203475 0.01 0.02 0.04 0.088
H -2.615307 0.298283 6.800617 0.03 -0.02 0.00 0.092
C -0.275689 -4.232707 -5.948416 0.02 -0.19 -0.07 -0.133
O -1.319567 -5.175438 -6.033751 0.05 0.13 0.02 -0.185
C -2.377796 -4.772186 -6.905812 0.05 -0.18 0.15 -0.195
C -2.280422 -5.440426 -8.255006 0.02 0.11 -0.20 -0.195
O -1.128204 -5.024601 -8.971573 0.06 0.01 0.12 -0.187
C -0.073088 -5.967794 -8.950082 -0.02 0.01 -0.05 -0.110
H 0.559514 -4.710843 -5.434844 -0.08 -0.04 -0.12 0.067
H 0.059206 -3.905602 -6.935573 -0.01 0.06 0.00 0.092
H -0.591542 -3.350058 -5.371448 -0.03 0.09 -0.05 0.080
H -2.376371 -3.684042 -7.025179 0.00 0.02 -0.01 0.129
H -3.316615 -5.054507 -6.433625 -0.05 0.02 0.01 0.104
H -3.155089 -5.154864 -8.846484 -0.02 -0.03 0.02 0.131
H -2.288640 -6.528286 -8.138136 0.00 -0.02 0.02 0.130
H -0.310467 -6.832392 -9.578400 0.01 -0.03 0.04 0.091
H 0.141431 -6.311326 -7.934704 0.00 -0.02 0.01 0.082
H 0.810683 -5.476829 -9.353361 -0.01 0.01 -0.03 0.089
C 1.870864 0.900477 14.556860 0.02 -0.02 0.00 -0.107
O 2.832206 0.505731 13.594920 -0.04 0.08 -0.01 -0.187
C 2.268595 0.050791 12.378545 0.15 -0.08 0.08 -0.206
C 2.335312 1.106694 11.299575 -0.18 0.03 -0.13 -0.204
O 1.516587 2.225707 11.600783 0.02 0.01 0.02 -0.206
C 2.239968 3.338015 12.098045 -0.04 0.01 -0.01 -0.103
H 2.402884 1.410297 15.357516 0.02 -0.02 0.01 0.090
H 1.130526 1.581918 14.130657 -0.01 0.00 0.00 0.083
H 1.358409 0.027714 14.975011 -0.04 0.01 -0.01 0.089
H 1.231855 -0.266645 12.527515 -0.03 0.01 -0.01 0.127
H 2.846419 -0.820388 12.053992 -0.03 -0.01 -0.02 0.127
H 1.967087 0.674138 10.362271 0.03 -0.01 0.00 0.112
H 3.372030 1.420459 11.144883 0.03 0.00 0.02 0.128
H 2.818778 3.814048 11.299072 0.04 -0.01 0.02 0.089
H 2.913386 3.049191 12.907681 0.01 0.00 0.00 0.086
H 1.514399 4.054526 12.478606 -0.02 0.00 -0.02 0.090